1.
109
Properties=species:S:1:pos:R:3:forces:R:3 method="wB97M-V/def2-TZVPD" charge=+2 homo_lumo_gap_ev="6.187 / 6.191" multiplicity=2 s2=0.812
Re -0.094 0.404 0.316 -2.2 2.8 -4.9
Sb 2.158 0.326 -2.760 -0.1 0.1 0.1
As 0.292 -2.254 1.683 0.9 -2.2 1.6
Ge -1.293 2.872 -2.255 -0.6 1.8 -2.0
S -1.654 -6.889 -4.670 0.3 1.2 0.6
F 0.326 -0.064 -3.156 0.5 0.1 0.2
F 2.380 1.082 -4.460 0.3 -0.4 0.8
F 1.735 2.034 -1.970 0.1 -0.7 -0.2
F 2.528 -1.481 -3.167 0.1 0.7 0.2
F 3.846 0.541 -1.893 -0.8 -0.2 -0.6
F 1.540 -0.379 -0.901 -0.7 0.7 0.1
O -3.165 -6.577 -4.842 -1.0 -0.7 -0.6
O 1.406 1.678 5.524 -0.2 0.1 0.5
O 3.466 1.064 4.975 0.1 0.1 0.1
O -0.832 -6.681 -5.791 0.1 -0.2 -0.8
O -1.223 0.938 1.952 0.0 -0.4 -1.9
O -1.338 -7.785 -3.631 -0.1 -0.6 0.3
O -0.837 1.577 4.051 0.1 0.1 -0.7
O -0.676 -1.589 0.449 -0.3 1.8 -0.7
N -1.725 -1.891 -2.194 0.0 -0.3 -0.1
N 1.194 1.709 1.188 0.0 0.1 0.0
N 2.495 1.978 1.048 0.4 0.1 0.1
C 0.473 -1.729 4.535 0.3 0.0 -0.1
C -3.883 1.484 -2.181 0.1 0.3 0.1
C -0.042 -1.368 5.769 0.0 0.0 0.0
C -0.067 -4.142 1.506 0.1 0.3 0.0
C -0.676 4.575 -1.414 -0.6 -1.1 -0.2
C 0.963 -5.071 1.484 0.2 0.2 0.1
C 0.311 3.646 -4.618 0.3 0.0 -0.2
C -5.366 3.625 -3.157 0.0 -0.1 -0.2
C -1.265 6.642 -0.348 -0.2 0.1 0.0
C -2.713 -5.336 -2.736 -0.3 0.8 1.0
C 0.665 -6.419 1.379 0.0 0.0 0.0
C -1.638 5.405 -0.850 0.1 0.0 0.0
C 2.394 1.517 4.675 0.0 -0.1 -0.5
C 2.198 -2.021 1.321 -0.7 0.0 0.1
C -5.987 2.421 -2.860 0.0 -0.1 0.0
C 0.411 2.456 -6.694 0.1 0.1 -0.2
C -1.701 -1.342 3.540 -0.2 -0.1 -0.4
C -3.996 3.747 -2.994 0.2 0.1 0.1
C 4.436 -1.332 1.831 -0.1 0.1 0.0
C 0.654 4.970 -1.443 0.2 -0.1 0.0
C -2.205 -0.983 4.778 0.0 -0.2 -0.1
C -0.482 1.370 2.905 0.6 0.5 1.7
C 3.996 -2.599 -0.164 -0.2 -0.1 0.0
C -3.254 2.685 -2.488 0.8 0.0 0.5
C -1.370 -0.985 5.885 0.0 0.0 0.0
C -0.657 -6.831 1.308 0.1 0.0 0.0
C -2.021 -3.012 -2.819 -0.1 0.2 0.0
C -2.623 -5.396 -4.150 1.3 -0.5 0.0
C 3.094 2.049 2.245 -0.5 -0.1 0.2
C -1.393 -4.554 1.454 -0.2 0.3 0.1
C -0.806 1.446 -1.033 2.2 -4.2 4.7
C 0.945 1.616 2.500 0.6 0.5 0.8
C -0.518 1.544 -6.223 -0.3 -0.1 0.1
C -0.358 -1.688 3.422 0.2 0.0 -0.6
C 1.022 6.209 -0.940 0.0 0.0 0.0
C 0.824 3.508 -5.898 -0.1 0.2 0.0
C -0.585 2.709 -4.145 -0.5 0.0 1.9
C -5.248 1.354 -2.367 -0.2 -0.1 -0.1
C -2.033 -3.072 -4.245 0.0 -0.4 -0.7
C 0.057 7.048 -0.405 0.1 0.1 0.0
C 2.652 -2.635 0.156 -0.2 -0.2 -0.2
C -2.383 -4.185 -2.093 -0.2 -0.7 0.1
C 4.890 -1.958 0.683 -0.1 0.0 0.0
C 3.086 -1.354 2.152 -0.2 0.1 0.4
C 2.131 1.812 3.222 -0.5 -0.1 -0.2
C -2.338 -4.223 -4.898 -0.1 1.2 0.0
C -1.043 1.680 -4.948 0.3 0.0 -0.3
C -1.688 -5.903 1.354 0.0 0.1 0.0
H -0.851 0.731 -6.850 0.0 0.0 -0.2
H -2.718 -6.231 1.334 -0.1 0.0 0.0
H -3.292 0.676 -1.765 -0.1 -0.2 0.0
H 1.940 -3.123 -0.507 0.2 0.0 0.0
H 0.516 1.875 5.140 0.4 -0.1 -0.3
H -3.241 -0.693 4.868 0.0 0.0 0.0
H 1.992 -4.739 1.563 0.0 -0.1 0.0
H 0.609 4.487 -4.009 0.1 0.0 0.1
H -2.360 -4.270 -5.976 0.1 0.0 -0.1
H -0.883 -7.882 1.226 0.0 -0.1 0.0
H -1.778 -2.181 -4.796 0.0 0.1 -0.1
H 2.055 6.522 -0.985 0.0 0.0 0.0
H 0.601 -1.384 6.636 0.0 0.0 0.1
H 4.139 2.251 2.368 0.2 0.1 -0.1
H 1.406 4.316 -1.858 0.1 0.0 -0.1
H -2.404 -4.139 -1.016 0.0 -0.1 0.1
H 1.506 -2.050 4.446 -0.1 0.0 0.1
H 5.941 -1.945 0.448 0.1 0.0 -0.1
H 2.755 -0.866 3.060 0.0 0.0 0.0
H -1.790 0.987 -4.584 -0.1 -0.1 0.0
H -2.671 5.090 -0.812 -0.1 0.0 0.0
H -7.047 2.306 -3.030 -0.1 0.0 0.1
H -2.020 7.295 0.064 0.0 0.1 0.1
H -2.185 -3.812 1.518 0.0 -0.1 0.0
H -3.500 4.673 -3.252 0.0 0.1 0.0
H 5.124 -0.824 2.490 0.1 0.0 0.1
H 0.795 2.365 -7.699 0.1 -0.1 -0.1
H -1.591 -1.859 -1.184 -0.1 -0.2 -0.2
H 0.336 8.030 -0.052 0.0 0.1 0.1
H -3.004 -6.225 -2.201 0.0 -0.1 0.2
H 2.897 2.156 0.131 -0.2 -0.1 0.0
H -2.334 -1.305 2.656 0.0 0.0 0.2
H -1.448 -1.065 -2.708 0.1 -0.1 -0.1
H 1.466 -7.142 1.370 0.0 -0.1 0.0
H 1.528 4.236 -6.267 0.1 0.1 -0.1
H -5.740 0.421 -2.134 -0.1 -0.1 0.0
H -1.756 -0.678 6.843 -0.1 0.0 0.2
H 4.340 -3.068 -1.073 0.0 0.0 -0.1
H -5.941 4.459 -3.534 0.0 0.0 0.0

=====

2.
97
Properties=species:S:1:pos:R:3:forces:R:3 method="wB97M-V/def2-TZVPD" charge=0 homo_lumo_gap_ev="6.370 / 5.065" multiplicity=6 s2=8.861
Te 3.401 -0.716 -1.921 0.1 0.4 -0.1
Br -3.796 1.856 -0.818 0.0 0.0 0.0
Mn 0.075 0.389 -0.126 -1.2 -0.8 1.0
O 3.591 -1.376 0.476 0.2 -0.1 -0.2
O -0.465 4.239 -1.017 0.1 0.1 -0.1
O -0.551 2.033 -0.732 -0.2 1.0 -0.4
N 1.489 -0.712 0.020 0.7 -0.2 -0.2
N -1.657 -0.630 0.746 0.4 0.3 -0.2
N 0.113 0.933 1.900 0.1 0.1 0.0
N -0.869 -0.685 -1.764 0.1 0.2 -0.1
C -1.941 -0.290 2.027 -0.1 0.0 0.0
C -3.214 -2.515 0.319 0.0 0.0 -0.1
C -2.287 -1.543 -0.037 -0.1 0.0 0.1
C 5.013 0.471 -4.332 -0.1 0.0 0.0
C 3.948 1.541 -4.422 0.1 -0.1 0.1
C 2.015 -1.668 2.223 0.0 -0.1 -0.1
C -3.471 -3.299 -1.968 -0.1 0.0 0.0
C 2.635 -1.964 4.529 0.0 0.0 0.0
C 4.040 3.761 -0.090 0.1 0.0 0.0
C -1.025 0.887 4.023 0.0 0.1 -0.1
C -1.875 -1.532 -1.421 0.0 -0.1 0.0
C 0.040 1.638 4.567 0.0 0.0 0.0
C 6.152 -2.597 -2.303 0.0 0.1 -0.2
C 5.071 2.836 0.008 0.0 0.0 0.0
C 6.053 -1.492 -3.339 0.0 -0.1 0.2
C 0.763 -2.215 2.494 0.0 0.0 0.0
C -2.474 -2.381 -2.376 0.1 0.0 0.0
C 1.090 2.014 3.777 0.1 0.1 0.1
C -3.795 -3.368 -0.644 0.0 0.0 0.1
C -0.479 -0.607 -3.013 -0.1 0.0 -0.1
C 6.024 0.481 -5.290 0.0 0.0 0.0
C 7.043 -0.462 -5.303 0.0 0.0 -0.1
C 2.954 -1.558 3.242 0.1 0.1 0.1
C -0.933 0.525 2.665 -0.1 0.0 0.0
C -2.018 -2.283 -3.707 -0.1 0.0 -0.1
C 1.383 -2.505 4.800 0.0 0.0 0.0
C 8.123 -0.434 -6.356 -0.1 0.0 0.1
C 6.099 0.570 -0.354 -0.1 0.1 -0.1
C -1.497 4.150 1.782 0.1 0.1 0.0
C 2.364 -1.225 0.832 -0.5 0.2 0.0
C -3.584 3.695 2.875 0.0 0.0 0.0
C -2.327 4.284 2.884 0.0 0.0 0.0
C 1.081 1.646 2.426 0.1 0.1 0.0
C 4.951 1.540 -0.494 0.0 -0.1 0.0
C -4.008 2.978 1.766 0.1 0.0 0.0
C -3.070 -0.571 2.786 0.0 0.0 0.1
C -1.896 3.412 0.671 -0.1 -0.1 0.0
C 0.449 -2.634 3.780 0.0 0.0 0.0
C -3.159 2.835 0.677 0.0 -0.1 0.1
C 2.846 3.413 -0.706 0.0 0.1 0.0
C 2.706 2.132 -1.216 0.1 -0.1 -0.1
C -2.161 0.501 4.771 0.0 0.0 0.1
C 7.039 -1.441 -4.320 0.1 0.0 0.0
C -0.916 3.262 -0.463 0.3 -0.5 0.1
C 5.035 -0.527 -3.341 0.0 -0.1 0.0
C -3.162 -0.182 4.139 0.0 0.0 -0.1
C 3.738 1.205 -1.109 0.1 0.0 0.0
C -1.034 -1.394 -4.033 0.0 0.0 0.0
H -0.530 -3.054 3.987 0.1 0.0 0.0
H 7.138 -2.594 -1.835 0.0 0.0 0.0
H 6.591 0.410 -1.317 0.0 0.0 0.1
H -2.229 0.767 5.821 0.0 0.0 -0.1
H 7.828 -2.190 -4.308 -0.1 0.1 0.0
H 1.141 -2.830 5.805 0.0 0.0 0.0
H -0.521 4.625 1.766 -0.1 -0.1 0.0
H -3.481 -2.647 1.356 -0.1 0.0 -0.1
H -1.996 4.852 3.746 0.0 0.0 -0.1
H 6.001 3.120 0.489 0.0 0.0 0.0
H 5.417 -2.498 -1.508 0.0 0.0 0.1
H -2.459 -2.924 -4.464 0.0 0.0 0.1
H 0.040 -2.297 1.692 0.0 0.0 0.0
H 1.918 2.591 4.168 0.0 0.0 0.0
H -3.910 -1.072 2.332 0.0 0.0 0.1
H 6.842 0.952 0.346 0.0 0.0 0.0
H 6.005 1.253 -6.057 0.0 -0.1 0.0
H 9.103 -0.256 -5.907 -0.1 0.0 0.0
H 0.006 1.910 5.617 0.0 0.0 -0.1
H 2.031 4.122 -0.809 0.0 -0.1 0.0
H 0.296 0.113 -3.238 0.1 0.0 0.0
H -0.667 -1.294 -5.045 0.0 0.0 0.0
H -4.056 -0.445 4.693 0.0 0.0 0.0
H -4.990 2.528 1.739 0.0 0.0 0.0
H 7.939 0.353 -7.089 0.0 0.0 0.0
H -4.243 3.792 3.730 0.0 0.0 0.0
H 5.745 -0.391 0.017 0.0 0.0 0.0
H 4.174 4.761 0.308 0.0 -0.1 0.0
H 3.910 1.957 -5.429 0.0 0.0 0.0
H 3.365 -1.865 5.324 0.0 0.0 0.0
H 1.792 1.883 -1.736 -0.1 0.0 0.0
H 3.929 -1.142 3.017 0.0 0.0 0.0
H 8.174 -1.388 -6.886 0.0 0.1 0.0
H -4.534 -4.093 -0.315 0.1 0.1 0.0
H 1.888 1.941 1.762 0.0 0.0 0.0
H 4.149 2.359 -3.729 0.0 0.0 0.0
H -3.948 -3.937 -2.703 0.1 0.0 0.1
H 2.955 1.156 -4.185 0.0 0.0 0.0
H 6.013 -3.576 -2.766 0.0 0.0 0.0

=====

3.
110
Properties=species:S:1:pos:R:3:forces:R:3 method="wB97M-V/def2-TZVPD" charge=-2 homo_lumo_gap_ev=5.792 multiplicity=1
Cs 0.359 -1.425 -0.270 -1.9 2.1 -0.7
S 0.763 3.232 -4.181 0.0 0.0 0.1
S -1.528 0.470 -4.789 0.0 -0.2 0.0
S 3.292 1.551 1.239 -0.1 0.0 -0.2
P -0.001 0.510 4.169 -0.1 0.1 0.1
O 5.295 -7.502 0.529 0.0 0.0 0.0
O 2.355 -4.005 -1.966 0.0 0.1 0.1
O 0.794 -3.328 1.355 0.5 -1.1 0.9
O 4.726 -8.003 2.542 0.0 0.0 0.0
O 1.339 -5.542 4.760 0.1 0.0 0.0
O 0.883 -3.546 4.116 0.1 0.0 0.0
O 2.746 -2.236 -0.646 1.1 -0.7 -0.2
N -3.279 0.048 -2.357 0.0 0.7 0.3
N 4.623 -7.310 1.535 -0.1 0.2 0.0
N 1.061 1.388 -2.391 0.1 0.0 -0.1
N 4.401 -0.093 -0.646 0.0 0.0 -0.2
N 0.027 2.729 2.340 -0.1 -0.1 -0.2
N -3.340 1.518 -0.043 -0.2 0.1 0.0
N -2.382 -2.062 -4.995 0.0 0.0 -0.1
N 4.638 2.002 -1.092 0.0 0.1 0.0
N 1.378 -4.643 3.924 -0.1 -0.1 -0.3
N -0.442 2.170 4.521 0.2 0.1 -0.3
N -3.351 -0.877 -3.318 0.1 -0.8 -0.2
C -4.355 0.702 -2.087 0.1 -0.2 -0.1
C 0.863 -1.050 6.296 0.0 0.0 0.0
C 0.139 5.427 2.917 0.0 0.0 0.1
C -0.073 -0.091 5.918 0.0 0.0 0.0
C 2.319 1.529 -5.826 0.0 -0.1 0.0
C 5.114 -0.011 -1.827 -0.1 -0.1 0.2
C -3.983 -0.370 3.376 0.0 -0.1 0.0
C 1.695 1.842 -4.620 0.0 0.1 -0.1
C -0.100 -1.171 8.498 0.0 0.0 -0.1
C -4.346 1.623 -0.925 0.1 0.0 0.0
C -1.596 -0.235 3.630 0.1 0.0 0.2
C 0.513 2.526 -2.604 0.0 0.0 -0.1
C -1.043 -0.215 8.131 0.0 0.0 0.0
C -5.344 2.594 -0.774 0.0 0.0 -0.1
C 2.961 0.307 -5.927 0.0 0.1 0.0
C 2.657 -4.383 0.356 -0.1 0.1 0.0
C -2.851 0.353 3.729 0.0 0.0 -0.1
C -7.811 0.406 -4.614 0.0 0.0 0.1
C -6.814 0.261 -2.429 0.0 0.0 0.0
C 2.048 -4.902 2.659 0.0 0.1 0.0
C 2.580 -3.485 -0.870 0.3 -0.1 -0.1
C -7.932 0.169 -3.251 0.0 0.0 0.0
C 0.845 -1.594 7.576 0.0 0.0 0.0
C 5.282 1.293 -2.102 -0.1 0.2 0.0
C -1.483 -1.553 3.194 0.1 -0.1 0.0
C -5.283 3.477 0.288 0.0 0.0 0.0
C -1.035 0.310 6.847 0.0 0.0 0.0
C -2.452 -0.880 -4.262 -0.1 0.4 0.0
C 0.278 3.622 1.383 0.0 -0.1 0.1
C 3.680 -6.220 1.525 0.1 0.0 -0.1
C 4.509 3.437 -1.008 0.1 -0.1 0.0
C 2.373 -0.268 -3.659 -0.2 0.1 0.1
C -4.239 3.375 1.191 0.0 0.0 0.0
C 2.980 -0.593 -4.851 0.0 0.0 0.0
C -3.868 -1.692 2.955 0.0 0.1 0.1
C -2.615 -2.289 2.875 -0.1 0.1 0.0
C -5.565 0.591 -2.951 -0.2 0.1 0.1
C -0.114 4.515 3.921 0.0 0.1 0.0
C 4.098 1.142 -0.180 0.2 0.0 -0.1
C 1.759 -4.117 1.470 -0.1 -0.1 0.3
C -3.304 2.370 0.975 0.0 -0.1 -0.1
C 1.728 0.958 -3.539 0.0 0.1 0.2
C -6.566 0.723 -5.146 0.0 0.0 0.1
C -0.158 3.157 3.581 -0.1 -0.3 0.2
C 3.541 -5.413 0.376 0.1 -0.1 0.0
C -5.451 0.812 -4.324 0.0 0.0 -0.1
C 2.949 -5.948 2.657 0.1 -0.1 0.2
C 0.342 4.984 1.615 0.0 0.0 -0.1
H -4.141 4.048 2.033 0.0 0.0 0.0
H -1.536 -2.125 -5.536 0.0 0.0 0.0
H -0.116 -1.595 9.495 0.0 0.0 0.0
H 3.499 3.685 -0.690 0.0 0.0 0.0
H 0.181 6.485 3.148 0.0 0.0 0.0
H 2.343 -0.930 -2.807 0.2 -0.3 0.0
H 3.903 -0.942 -0.354 0.0 -0.1 0.1
H -0.100 3.049 -1.877 0.0 -0.1 -0.1
H -2.511 -3.318 2.552 0.0 0.0 0.0
H -6.460 0.899 -6.210 0.0 0.0 0.0
H 0.423 3.213 0.390 0.1 0.0 0.0
H -0.408 2.466 5.483 0.0 0.0 0.0
H -0.501 -2.016 3.135 -0.1 -0.1 -0.1
H -8.895 -0.091 -2.827 0.0 0.0 0.0
H 1.593 -1.391 5.570 0.0 0.0 0.1
H -6.043 4.242 0.404 0.0 0.0 0.0
H -4.959 0.101 3.424 0.0 0.0 0.0
H -4.755 -2.251 2.684 0.0 0.0 0.0
H 3.463 -1.558 -4.955 0.0 0.1 0.0
H -2.605 -2.886 -4.457 0.0 0.0 0.0
H -8.680 0.337 -5.258 0.0 0.0 0.0
H 4.149 -5.619 -0.495 0.0 0.0 0.0
H -0.280 4.830 4.945 0.0 0.0 0.0
H -1.806 1.018 6.558 0.0 0.0 0.0
H -6.145 2.658 -1.498 0.0 0.0 0.0
H -1.799 0.102 8.840 0.0 0.0 0.0
H 5.429 -0.887 -2.366 -0.1 0.0 0.0
H 1.567 -2.354 7.847 0.0 0.0 0.0
H 3.090 -6.536 3.550 0.0 0.0 0.0
H 5.201 3.853 -0.274 0.0 0.0 0.0
H -6.906 0.071 -1.364 0.0 0.0 0.0
H 5.754 1.780 -2.938 0.0 0.0 0.1
H 0.548 5.673 0.808 0.0 0.0 0.0
H 4.708 3.864 -1.990 0.0 0.0 0.0
H -2.483 2.229 1.663 0.1 0.0 0.1
H -2.945 1.381 4.062 0.0 0.0 0.0
H 3.437 0.033 -6.862 0.0 0.0 0.0
H -4.474 1.041 -4.739 0.0 0.0 0.0
H 2.279 2.208 -6.669 0.0 0.0 0.0

=====

4.
96
Properties=species:S:1:pos:R:3:forces:R:3 method="wB97M-V/def2-TZVPD" charge=+1 homo_lumo_gap_ev="7.916 / 7.022" multiplicity=5 s2=6.016
Rh 0.268 0.949 0.548 -0.3 0.7 0.1
S 1.407 -0.668 -0.170 0.4 -0.6 -0.2
P -3.070 2.223 0.078 0.1 -0.2 0.0
N -1.643 0.227 1.480 -0.1 0.1 -0.1
N -2.618 1.476 -2.627 -0.1 0.0 0.1
N -1.684 4.642 0.261 0.0 -0.1 0.0
N -0.610 2.978 1.216 0.0 0.0 -0.3
N -3.747 0.382 2.083 -0.1 -0.1 0.0
N -0.809 1.540 -1.386 0.1 0.0 -0.1
C 3.696 0.915 -3.634 0.0 0.0 0.0
C -1.748 3.344 0.646 0.0 0.0 0.1
C 2.771 0.092 -4.257 0.0 0.0 0.0
C -1.003 1.839 -5.799 0.0 0.0 0.0
C -2.788 0.849 1.242 0.0 0.1 0.0
C 0.011 -3.451 4.192 0.0 0.0 0.0
C -0.427 1.284 -2.674 -0.1 0.0 0.0
C 0.514 -0.914 3.203 -0.1 -0.1 0.0
C 1.287 -2.913 4.287 -0.1 0.0 0.0
C 1.607 3.951 1.669 0.0 0.0 0.0
C 3.186 2.877 3.145 0.0 0.0 0.0
C -5.131 0.818 2.194 -0.1 0.0 0.0
C -3.173 -0.568 2.892 0.1 0.0 -0.1
C -0.012 6.503 0.311 0.0 0.0 -0.1
C -1.852 0.572 -7.656 0.0 0.0 0.0
C 0.993 1.158 -3.036 0.0 0.0 0.0
C -2.442 -0.050 -5.412 0.0 0.0 0.1
C -5.329 -2.599 5.950 0.0 0.0 0.0
C 0.757 8.175 -1.245 0.0 0.0 0.0
C 3.950 4.504 1.553 0.0 0.0 0.0
C 0.023 7.444 1.336 0.0 0.0 -0.1
C 0.227 4.066 1.171 0.0 0.0 0.1
C 1.886 3.052 2.700 0.0 0.0 0.0
C 3.274 1.862 -2.711 0.0 0.0 0.0
C 0.424 8.745 1.068 0.0 0.0 0.0
C -4.013 1.558 -3.027 -0.1 0.0 0.0
C -2.530 -0.263 -6.778 0.0 0.0 0.0
C -1.012 -2.725 3.601 0.0 0.0 0.0
C -2.124 1.655 -1.375 -0.1 0.1 0.0
C -1.681 1.006 -4.912 -0.1 0.0 -0.1
C -3.927 -1.268 3.950 0.0 0.0 0.0
C -4.444 -1.583 6.280 0.0 0.0 0.0
C -1.556 1.231 -3.463 0.3 0.0 0.0
C -2.705 5.403 -0.441 -0.1 0.0 0.0
C 2.650 4.681 1.102 0.0 0.0 0.0
C 0.789 9.110 -0.219 0.0 0.0 0.0
C -1.087 1.620 -7.166 0.0 0.0 0.0
C -1.853 -0.648 2.507 0.0 0.0 0.1
C 4.222 3.600 2.570 0.0 0.0 0.0
C -3.746 -0.917 5.284 0.0 0.0 0.0
C -5.513 -2.955 4.620 0.0 0.0 0.0
C -0.770 -1.449 3.100 0.0 0.1 0.0
C 0.359 6.873 -0.981 0.0 0.1 0.0
C 1.536 -1.643 3.786 0.1 0.0 0.0
C -4.813 -2.294 3.623 0.0 0.0 0.0
C 1.421 0.209 -3.959 0.0 0.0 0.0
C -0.431 5.115 0.579 0.2 0.0 0.2
C 1.927 1.989 -2.415 -0.1 -0.1 -0.1
H -5.871 -3.119 6.728 0.0 0.0 0.0
H -3.046 -0.130 5.539 0.0 0.0 0.0
H -4.296 -1.309 7.316 0.0 0.0 0.0
H -4.074 1.959 -4.036 0.0 0.0 0.0
H 4.749 0.815 -3.864 0.0 0.0 0.0
H -6.196 -3.753 4.361 0.0 0.0 0.0
H 1.588 2.728 -1.697 0.0 0.0 0.0
H 3.102 -0.654 -4.968 0.0 0.0 0.0
H 2.084 -3.483 4.745 0.0 0.0 0.0
H -4.937 -2.582 2.586 0.0 0.0 0.0
H 1.072 2.512 3.169 0.0 0.0 0.0
H 5.237 3.463 2.917 0.0 0.0 0.0
H -5.287 1.337 3.138 0.0 0.0 0.0
H -5.793 -0.043 2.158 0.0 0.0 0.0
H 0.697 -0.445 -4.429 0.0 0.0 0.0
H 0.349 6.133 -1.773 0.0 0.0 0.0
H -0.403 2.653 -5.412 0.0 0.0 0.0
H 2.445 5.377 0.299 0.0 0.0 0.0
H 1.050 8.458 -2.247 0.0 0.0 0.0
H -3.118 -1.087 -7.159 0.0 0.0 0.0
H -5.366 1.489 1.373 0.0 0.0 0.0
H 0.722 0.078 2.807 0.0 0.0 0.2
H 4.755 5.070 1.104 0.0 0.0 0.0
H -2.000 -3.159 3.520 0.0 0.0 0.0
H -2.948 -0.719 -4.726 0.0 0.0 0.0
H 2.530 -1.219 3.846 0.0 0.0 0.0
H 3.996 2.503 -2.222 0.0 0.0 0.0
H 0.455 9.474 1.867 0.0 0.0 0.0
H -1.916 0.402 -8.723 0.0 0.0 0.0
H 1.104 10.125 -0.425 0.0 0.0 0.0
H -3.684 4.987 -0.217 0.0 0.0 0.0
H -0.187 -4.444 4.572 0.0 0.0 0.0
H -0.555 2.269 -7.848 0.0 0.0 0.0
H -2.672 6.438 -0.109 0.0 0.0 0.0
H -4.546 2.216 -2.345 0.0 0.0 0.0
H -4.485 0.576 -3.013 0.0 0.0 0.0
H -0.255 7.147 2.339 0.0 0.0 0.0
H -2.535 5.376 -1.517 0.0 0.0 0.0
H 3.391 2.183 3.950 0.0 0.0 0.0